Entry from OMol25: a cluster of 5 separate species, C81H79BrCl2NO13S in total at a distorted geometry (the ωB97M-V functional and the def2-TZVPD basis).

molecular weight: 1457.4 g/mol
frontier orbital gap: 7.233 eV
multiplicity: 1
net charge: +1

Positions of all 178 atoms, in Å:
C1 2.862 1.261 6.919
C2 2.848 2.070 5.611
C3 2.237 1.307 4.404
C4 3.358 0.737 3.524
C5 3.799 -0.618 4.101
N1 3.111 0.679 2.052
C6 4.168 0.552 1.310
C7 5.597 0.411 1.697
O1 6.052 -0.820 1.212
C8 7.445 -0.805 0.952
O2 7.810 -2.023 0.439
C9 7.698 -2.063 -0.989
C10 7.581 -3.503 -1.458
O3 8.728 -3.930 -2.178
S1 3.877 0.561 -0.379
C11 2.108 -0.097 -0.013
C12 2.354 -1.596 0.267
C13 1.139 -2.537 0.077
C14 1.377 -3.616 -0.974
Cl1 0.140 -4.888 -0.744
O4 1.393 0.290 -1.106
C15 1.582 -0.461 -2.310
C16 1.453 0.453 -3.539
O5 0.551 -0.072 -4.476
C17 -0.808 0.286 -4.248
C18 -1.673 -0.896 -3.785
C19 1.858 0.766 1.260
C20 1.637 2.265 0.808
C21 2.490 3.315 1.514
C22 2.324 4.651 0.749
Br1 1.929 6.114 1.973
C23 0.520 0.393 1.988
Cl2 -0.866 0.255 0.881
C24 0.519 -0.857 2.880
C25 -0.384 -0.619 4.096
H1 3.842 0.844 7.108
H2 2.081 0.513 6.938
H3 2.638 1.944 7.726
H4 2.196 2.915 5.789
H5 3.820 2.490 5.376
H6 1.582 2.002 3.903
H7 1.710 0.477 4.836
H8 4.199 1.392 3.673
H9 4.518 -0.437 4.886
H10 2.968 -1.202 4.467
H11 4.327 -1.199 3.350
H12 5.766 0.473 2.767
H13 6.152 1.232 1.237
H14 8.011 -0.627 1.865
H15 7.709 -0.007 0.248
H16 8.564 -1.613 -1.471
H17 6.815 -1.511 -1.303
H18 7.456 -4.120 -0.572
H19 6.686 -3.640 -2.054
H20 9.171 -4.556 -1.591
H21 3.116 -1.930 -0.422
H22 2.735 -1.754 1.262
H23 0.257 -1.989 -0.228
H24 0.910 -3.049 0.999
H25 2.329 -4.099 -0.798
H26 1.298 -3.245 -1.978
H27 2.511 -1.025 -2.355
H28 0.781 -1.178 -2.393
H29 2.422 0.505 -4.022
H30 1.170 1.461 -3.242
H31 -1.224 0.612 -5.192
H32 -0.925 1.096 -3.534
H33 -1.858 -0.806 -2.716
H34 -2.634 -0.871 -4.276
H35 -1.170 -1.843 -3.935
H36 1.808 2.385 -0.253
H37 0.609 2.545 0.970
H38 2.181 3.523 2.530
H39 3.554 3.103 1.501
H40 1.521 4.596 0.033
H41 3.251 4.903 0.268
H42 0.282 1.219 2.634
H43 0.044 -1.674 2.364
H44 1.511 -1.188 3.161
H45 -0.187 0.332 4.569
H46 -1.414 -0.648 3.766
H47 -0.235 -1.383 4.847
C26 -7.604 0.317 -5.668
C27 -8.578 0.971 -6.415
C28 -8.219 1.949 -7.325
C29 -6.883 2.288 -7.487
C30 -5.904 1.648 -6.722
C31 -6.271 0.657 -5.820
C32 -4.471 2.025 -6.848
O6 -3.613 1.470 -6.188
C33 -4.108 3.109 -7.801
C34 -2.782 3.514 -7.898
C35 -2.427 4.511 -8.788
C36 -3.393 5.105 -9.593
C37 -4.716 4.710 -9.498
C38 -5.079 3.718 -8.598
C39 -6.512 3.327 -8.486
O7 -7.354 3.846 -9.188
H48 -7.887 -0.455 -4.967
H49 -9.621 0.712 -6.287
H50 -8.974 2.454 -7.912
H51 -5.511 0.153 -5.239
H52 -2.032 3.048 -7.274
H53 -1.394 4.828 -8.859
H54 -3.112 5.881 -10.294
H55 -5.470 5.172 -10.120
C40 -4.851 -2.795 0.358
C41 -4.915 -2.912 1.743
C42 -6.010 -3.508 2.342
C43 -7.052 -3.984 1.560
C44 -7.000 -3.849 0.171
C45 -5.891 -3.261 -0.427
C46 -8.129 -4.316 -0.681
O8 -8.081 -4.203 -1.889
C47 -9.317 -4.913 -0.016
C48 -10.402 -5.305 -0.789
C49 -11.510 -5.875 -0.186
C50 -11.536 -6.063 1.192
C51 -10.459 -5.670 1.968
C52 -9.351 -5.087 1.370
C53 -8.215 -4.641 2.222
O9 -8.232 -4.803 3.423
H56 -3.987 -2.336 -0.106
H57 -4.105 -2.537 2.355
H58 -6.060 -3.605 3.417
H59 -5.847 -3.170 -1.504
H60 -10.378 -5.161 -1.860
H61 -12.357 -6.175 -0.789
H62 -12.400 -6.514 1.660
H63 -10.478 -5.812 3.040
C54 1.038 9.631 5.118
C55 1.633 9.656 3.860
C56 0.974 10.236 2.790
C57 -0.289 10.786 2.970
C58 -0.895 10.742 4.227
C59 -0.223 10.172 5.301
C60 -2.267 11.285 4.432
O10 -2.790 11.249 5.526
C61 -2.979 11.862 3.260
C62 -4.279 12.326 3.416
C63 -4.950 12.877 2.339
C64 -4.323 12.976 1.101
C65 -3.030 12.511 0.937
C66 -2.356 11.946 2.012
C67 -0.977 11.422 1.811
O11 -0.428 11.504 0.733
H64 1.558 9.184 5.955
H65 2.615 9.223 3.717
H66 1.436 10.263 1.813
H67 -0.691 10.151 6.275
H68 -4.763 12.251 4.380
H69 -5.964 13.234 2.462
H70 -4.848 13.414 0.262
H71 -2.541 12.583 -0.024
C68 4.005 -10.689 3.388
C69 3.041 -10.186 2.521
C70 3.420 -9.571 1.341
C71 4.768 -9.447 1.026
C72 5.737 -9.933 1.907
C73 5.349 -10.563 3.083
C74 7.188 -9.772 1.613
O12 8.030 -10.196 2.375
C75 7.579 -9.066 0.360
C76 8.925 -8.856 0.091
C77 9.304 -8.212 -1.075
C78 8.340 -7.786 -1.983
C79 6.997 -7.989 -1.717
C80 6.610 -8.620 -0.542
C81 5.159 -8.799 -0.256
O13 4.319 -8.419 -1.045
H72 3.705 -11.178 4.306
H73 1.991 -10.277 2.767
H74 2.674 -9.184 0.661
H75 6.101 -10.949 3.757
H76 9.672 -9.193 0.796
H77 10.354 -8.044 -1.280
H78 8.637 -7.290 -2.898
H79 6.244 -7.655 -2.418